136
Properties=species:S:1:pos:R:3:mulliken_charge:R:1 method="wB97M-V/def2-TZVPD" e_lumo_ev=-4.7 gap_ev=1.16 spin_multiplicity=1
C 2.679 -6.613 4.225 -1.341
C 2.270 -5.279 3.551 -0.262
C 2.517 -4.023 4.450 -0.002
Cl 2.243 -4.312 6.207 -0.151
C 1.820 -2.802 3.868 -0.774
C 0.536 -2.344 4.088 1.071
C -0.405 -3.047 5.064 -1.236
C -0.751 -4.522 4.732 -0.692
C -1.472 -4.754 3.358 0.280
C -2.842 -5.457 3.616 -1.019
N -3.768 -5.385 2.485 -0.662
C 0.090 -1.122 3.370 0.475
P -1.586 -0.368 3.591 -0.621
P -3.143 -1.548 2.651 0.490
O -2.734 -2.193 1.409 -0.190
O -3.779 -2.550 3.756 -0.395
O -4.365 -0.501 2.318 -0.549
C 0.909 -0.433 2.509 0.273
C 0.521 0.839 1.756 -1.520
C 0.280 0.582 0.219 0.659
C 0.141 -0.937 -0.113 -0.163
O -0.366 -1.195 -1.462 -0.392
C -0.852 -2.511 -1.390 0.924
C 0.130 -3.678 -1.214 -0.901
O -2.029 -2.738 -1.478 -0.459
C 2.254 -0.851 2.269 0.321
N 3.166 -0.275 1.502 -0.643
S 4.483 -1.243 1.658 0.202
N 3.903 -2.340 2.656 -0.498
C 2.625 -2.045 2.967 0.757
H 3.515 -6.453 4.915 0.325
H 1.806 -6.999 4.772 0.306
H 2.964 -7.334 3.447 0.388
H 1.235 -5.277 3.190 -0.012
H 2.919 -5.147 2.669 0.541
H 3.594 -3.832 4.351 0.460
H -1.355 -2.494 5.107 0.254
H 0.023 -3.005 6.074 0.576
H -1.478 -4.839 5.503 0.791
H 0.095 -5.203 4.865 -0.053
H -0.863 -5.517 2.841 0.525
H -1.584 -3.837 2.773 -0.487
H -2.690 -6.478 4.002 0.434
H -3.300 -4.880 4.440 0.279
H -4.491 -4.706 2.669 0.291
H -3.282 -5.177 1.622 0.298
H -1.851 -0.399 4.985 0.153
H -3.938 -2.013 4.550 0.328
H -3.940 0.307 2.005 0.293
H 1.408 1.491 1.828 0.416
H -0.293 1.390 2.245 0.596
H -0.564 1.200 -0.149 -0.898
H 1.206 0.957 -0.315 0.287
H -0.577 -1.437 0.563 0.007
H 1.084 -1.489 0.007 -0.002
H 0.584 -3.835 -2.206 0.267
H 0.885 -3.510 -0.434 0.241
H -0.431 -4.596 -0.969 0.377
C -3.337 1.690 -1.924 -0.542
O -3.210 2.954 -1.234 -0.670
H -3.467 0.895 -1.190 0.316
H -4.206 1.719 -2.580 0.114
H -2.438 1.496 -2.511 0.419
H -3.101 3.638 -1.903 0.302
Na -1.782 2.530 0.111 1.090
O -1.609 -5.743 -1.902 -0.584
Cl -2.052 -5.711 -3.263 1.799
O -1.926 -6.992 -3.864 -0.630
O -1.188 -4.728 -4.025 -0.313
O -3.395 -5.267 -3.313 -0.538
Br -5.974 5.430 -2.249 -0.145
C -5.862 4.767 -4.087 0.097
C -7.131 4.078 -4.501 -0.618
Br -7.252 2.287 -3.722 -0.105
H -4.991 4.122 -4.140 0.405
H -5.693 5.651 -4.699 0.110
H -7.152 3.919 -5.578 0.024
H -8.038 4.623 -4.201 0.279
F -2.485 -4.029 -5.225 -0.293
C -7.378 9.560 -7.491 -0.799
O -6.840 8.647 -8.427 -0.282
C -5.777 7.863 -7.919 -0.505
C -5.890 6.413 -8.357 -0.345
O -6.960 5.680 -7.765 -0.373
C -8.291 6.040 -8.149 -0.266
C -8.647 5.729 -9.590 -0.647
O -7.973 6.593 -10.488 -0.285
C -7.474 5.944 -11.642 -0.817
H -6.746 10.450 -7.417 0.314
H -8.365 9.857 -7.844 0.244
H -7.495 9.101 -6.503 0.351
H -5.740 7.907 -6.823 0.274
H -4.841 8.276 -8.315 0.393
H -4.980 5.903 -8.027 0.439
H -5.908 6.324 -9.441 0.097
H -8.499 7.078 -7.897 0.116
H -8.945 5.435 -7.515 0.410
H -9.726 5.876 -9.729 0.405
H -8.410 4.680 -9.802 0.351
H -7.006 4.986 -11.393 0.381
H -6.714 6.588 -12.082 0.240
H -8.275 5.789 -12.371 0.310
Ca -9.139 3.868 -2.301 0.197
C 4.016 -0.363 -2.011 0.308
Cl 2.632 0.383 -2.839 -0.153
Cl 4.945 -1.382 -3.108 -0.155
H 4.660 0.421 -1.629 0.293
H 3.646 -0.971 -1.193 -0.293
O 10.212 -0.080 4.101 -0.754
P 9.309 -0.576 5.178 1.142
O 8.783 0.824 5.876 -0.373
C 8.277 1.879 5.071 -0.405
C 6.778 1.746 4.866 -0.746
O 10.418 -1.046 6.290 -0.373
C 11.737 -1.414 5.897 -0.312
C 12.699 -0.274 6.163 -1.085
O 8.212 -1.495 6.017 -0.386
C 6.983 -1.879 5.390 -0.077
C 7.152 -2.289 3.943 -0.995
H 8.786 1.927 4.106 0.309
H 8.491 2.812 5.597 0.342
H 6.551 0.883 4.233 0.024
H 6.371 2.636 4.380 0.426
H 6.269 1.600 5.821 0.268
H 11.766 -1.721 4.852 0.331
H 12.022 -2.282 6.496 0.349
H 12.380 0.638 5.658 0.273
H 13.706 -0.527 5.826 0.372
H 12.734 -0.050 7.231 0.278
H 6.257 -1.065 5.485 0.174
H 6.591 -2.722 5.964 0.298
H 7.448 -1.436 3.317 0.392
H 6.219 -2.682 3.548 0.164
H 7.927 -3.051 3.842 0.372
O 7.318 -1.767 0.874 -0.805
H 7.855 -1.833 0.079 0.113

---

115
Properties=species:S:1:pos:R:3:mulliken_charge:R:1 method="wB97M-V/def2-TZVPD" e_lumo_ev=-5.1 gap_ev=6.33 charge=+1 spin_multiplicity=1
C -4.267 -0.938 2.272 -0.176
O -3.955 -0.164 3.511 -0.402
C -3.340 1.153 3.139 -0.293
C -1.703 1.101 3.077 -0.349
C -0.985 2.459 2.500 -0.312
C -1.864 3.295 1.397 -0.915
C -2.035 2.495 -0.059 0.741
C -0.669 2.698 -0.967 -0.522
C -0.931 2.768 -2.582 -0.929
C -0.744 1.345 -3.384 -0.914
C -1.712 0.246 -2.632 -0.745
C -3.320 0.635 -2.654 -0.518
C -4.123 0.075 -1.315 -0.013
F -5.036 1.122 -0.759 -0.338
C 0.804 0.728 -3.248 0.542
C 1.978 1.824 -3.563 -0.535
C 2.458 2.727 -2.282 -0.010
O 2.561 4.073 -2.470 -0.651
N 2.751 2.233 -0.883 0.454
C 3.541 0.943 -0.863 -0.478
C 3.392 3.317 -0.023 -0.623
C 0.994 -0.701 -4.058 -0.248
O 0.735 -1.898 -3.189 -0.569
C 0.224 -0.770 -5.502 -0.328
O 1.250 -0.528 -6.554 -0.536
C -1.102 0.188 -5.634 -0.464
S -1.365 0.427 -7.512 1.299
C -1.264 -1.245 -8.434 -0.895
O -0.402 1.495 -8.113 -0.601
O -2.818 0.951 -7.836 -0.632
N -0.997 1.491 -4.875 1.074
N -2.121 2.296 -5.172 -0.769
C -1.693 3.464 -5.816 0.214
S -0.816 4.859 -6.358 0.049
H -3.232 -1.176 1.747 -0.154
H -4.971 -0.326 1.545 0.244
H -4.816 -1.965 2.506 0.262
H -3.849 1.478 2.127 0.192
H -3.615 1.876 4.046 0.239
H -1.342 0.106 2.528 0.010
H -1.333 0.968 4.204 0.329
H -0.640 3.163 3.392 0.368
H 0.021 2.130 1.959 0.021
H -1.256 4.299 1.177 0.411
H -2.923 3.656 1.811 0.306
H -2.109 1.343 0.243 -0.550
H -3.012 2.885 -0.583 0.220
H 0.070 1.831 -0.629 0.011
H -0.169 3.706 -0.633 0.309
H -1.985 3.278 -2.730 0.577
H -0.144 3.550 -3.021 0.433
H -1.431 0.073 -1.485 0.315
H -1.651 -0.846 -3.111 0.525
H -3.539 1.759 -2.896 0.273
H -3.775 0.014 -3.566 0.440
H -3.383 -0.375 -0.514 -0.074
H -4.839 -0.817 -1.658 0.302
H 0.908 0.447 -2.092 0.069
H 2.947 1.228 -3.925 0.419
H 1.735 2.576 -4.438 0.127
H 4.250 0.869 0.066 0.188
H 2.791 0.024 -0.794 0.110
H 4.098 0.839 -1.899 0.257
H 4.312 3.850 -0.548 0.278
H 3.761 2.937 1.023 0.054
H 2.619 4.196 0.210 0.269
H 2.161 -0.770 -4.302 0.154
H 1.364 -1.829 -2.388 0.425
H -0.157 -1.886 -5.645 0.329
H 1.955 -1.241 -6.489 0.451
H -2.029 -0.489 -5.302 0.364
H -0.231 -1.776 -8.303 0.286
H -1.408 -0.989 -9.590 0.394
H -2.195 -1.936 -8.164 0.337
H -0.182 2.019 -5.312 0.854
C -5.021 -6.889 3.477 -1.185
C -3.985 -6.950 2.367 -0.333
C -2.545 -6.991 2.887 -0.714
C -2.107 -5.756 3.684 -0.846
C -2.224 -4.425 2.939 0.063
C -1.340 -4.352 1.702 -1.062
H -4.919 -5.979 4.075 0.278
H -6.030 -6.894 3.052 0.366
H -4.930 -7.752 4.144 0.299
H -4.123 -6.106 1.684 0.233
H -4.164 -7.857 1.773 0.353
H -1.868 -7.138 2.038 0.301
H -2.423 -7.875 3.526 0.388
H -1.064 -5.899 3.996 0.375
H -2.690 -5.693 4.610 0.329
H -1.936 -3.617 3.622 0.384
H -3.265 -4.232 2.659 -0.027
H -0.288 -4.493 1.968 0.318
H -1.442 -3.372 1.226 0.177
H -1.616 -5.109 0.964 0.306
C 6.341 2.590 2.634 -0.916
C 6.835 1.741 3.793 -0.467
C 5.811 0.701 4.258 -0.683
C 4.499 1.278 4.804 -0.404
C 4.653 2.242 5.983 -0.417
C 5.264 1.588 7.214 -1.198
H 5.459 3.176 2.910 0.232
H 7.120 3.293 2.322 0.408
H 6.084 1.965 1.773 0.137
H 7.132 2.387 4.625 0.260
H 7.744 1.213 3.476 0.352
H 6.276 0.065 5.021 0.329
H 5.572 0.037 3.418 0.342
H 3.854 0.444 5.108 0.387
H 3.963 1.792 3.998 0.087
H 3.661 2.628 6.249 0.362
H 5.252 3.112 5.693 0.253
H 4.653 0.745 7.550 0.296
H 5.325 2.312 8.032 0.372
H 6.276 1.225 7.017 0.285

---

170
Properties=species:S:1:pos:R:3:mulliken_charge:R:1 method="wB97M-V/def2-TZVPD" e_lumo_ev=-0.3 gap_ev=9.20 spin_multiplicity=1
C -1.453 0.160 -1.096 -0.672
C -1.501 -1.359 -1.786 0.008
C -1.722 -1.107 -3.398 -0.515
O -1.164 -2.240 -4.198 -0.237
O -1.388 -2.027 -5.488 -0.121
S 0.062 -2.620 -6.243 0.648
O -0.282 -4.108 -6.599 -0.520
O 0.424 -1.701 -7.632 -0.313
C -0.574 -1.895 -8.705 -0.165
C 0.179 -1.379 -10.106 -0.468
C -0.803 -0.510 -11.090 -0.557
C -2.336 -1.082 -11.224 -0.585
C -2.453 -2.647 -11.695 -0.222
O -1.777 -2.970 -12.962 -0.403
C -0.812 -4.083 -12.801 0.301
C 0.243 -3.943 -14.085 -0.955
H -0.348 0.500 -0.910 0.203
H -2.089 0.198 -0.107 0.257
H -1.932 0.938 -1.864 0.267
H -2.462 -1.950 -1.406 0.283
H -0.571 -2.015 -1.515 -0.144
H -2.871 -1.040 -3.708 0.243
H -1.136 -0.123 -3.719 0.241
H -1.577 -1.288 -8.492 0.189
H -0.843 -3.029 -8.910 0.220
H 0.654 -2.337 -10.611 0.150
H 1.097 -0.686 -9.790 0.338
H -0.265 -0.421 -12.143 0.261
H -0.899 0.571 -10.593 0.284
H -3.003 -0.876 -10.255 0.287
H -2.853 -0.433 -12.082 0.319
H -3.614 -2.860 -11.866 0.304
H -2.123 -3.373 -10.830 0.077
H -1.312 -5.146 -12.739 0.220
H -0.189 -3.966 -11.791 -0.094
H 1.303 -4.201 -13.660 0.274
H 0.127 -2.855 -14.502 0.265
H -0.128 -4.710 -14.905 0.271
C -3.691 4.429 0.580 -0.180
C -2.834 5.539 -0.023 -0.437
O -1.486 5.131 0.196 -0.343
S -1.411 3.502 0.147 0.951
O -0.984 3.110 -1.178 -0.576
O -0.764 3.038 1.352 -0.321
O -3.010 3.213 0.272 -0.381
H -3.747 4.522 1.669 0.164
H -4.702 4.416 0.164 0.391
H -3.023 6.510 0.442 0.346
H -2.992 5.617 -1.104 0.322
C 0.852 2.215 5.486 -0.292
C 0.092 0.935 5.823 -0.388
O -0.893 0.806 4.800 -0.290
S -0.303 1.431 3.414 1.143
O 0.217 0.343 2.614 -0.514
O -1.250 2.397 2.908 -0.404
O 0.959 2.232 4.064 -0.346
H 0.288 3.101 5.796 0.260
H 1.844 2.239 5.944 0.324
H -0.378 0.976 6.808 0.516
H 0.750 0.061 5.770 0.170
C 2.102 -2.848 -0.938 -0.383
C 1.497 -3.088 0.442 -0.299
O 2.347 -4.053 1.059 -0.375
S 3.872 -3.835 0.524 1.174
O 4.585 -3.043 1.502 -0.488
O 4.365 -5.096 0.022 -0.596
O 3.515 -2.875 -0.745 -0.344
H 1.838 -3.653 -1.631 0.307
H 1.794 -1.888 -1.363 0.368
H 0.470 -3.458 0.388 0.359
H 1.524 -2.177 1.049 0.333
C -6.336 9.052 0.056 -0.143
C -7.743 8.518 -0.202 -0.306
O -7.565 7.408 -1.079 -0.344
S -6.136 6.695 -0.748 1.191
O -6.385 5.566 0.121 -0.613
O -5.381 6.591 -1.976 -0.570
O -5.502 7.898 0.150 -0.252
H -5.985 9.659 -0.784 0.317
H -6.280 9.639 0.977 0.191
H -8.396 9.267 -0.656 0.346
H -8.200 8.148 0.722 0.230
C 7.969 -3.614 1.330 -0.315
C 7.364 -3.854 2.711 -0.084
O 8.213 -4.819 3.328 -0.221
S 9.739 -4.601 2.793 1.044
O 10.451 -3.809 3.771 -0.546
O 10.232 -5.862 2.291 -0.538
O 9.382 -3.641 1.524 -0.345
H 7.704 -4.419 0.638 0.327
H 7.660 -2.655 0.906 0.315
H 6.337 -4.224 2.657 0.281
H 7.391 -2.943 3.317 0.067
C 2.944 3.404 -3.071 -0.302
C 2.252 4.146 -1.930 -0.071
O 2.793 5.464 -1.959 -0.329
S 3.149 5.857 -3.502 1.089
O 2.051 6.634 -4.034 -0.539
O 4.523 6.297 -3.557 -0.529
O 3.059 4.355 -4.129 -0.328
H 3.953 3.092 -2.783 0.296
H 2.375 2.532 -3.402 0.297
H 2.432 3.677 -0.960 0.343
H 1.174 4.219 -2.105 0.063
C 6.814 -7.649 5.402 0.031
C 7.419 -7.792 6.796 -0.406
O 6.858 -6.726 7.558 -0.323
S 5.351 -6.422 7.014 0.987
O 4.414 -7.112 7.873 -0.565
O 5.250 -5.014 6.710 -0.403
O 5.461 -7.249 5.614 -0.295
H 7.317 -6.860 4.833 0.001
H 6.851 -8.584 4.837 0.314
H 8.510 -7.726 6.785 0.341
H 7.117 -8.736 7.261 0.307
C -6.812 8.653 5.358 -0.080
C -8.277 8.497 4.957 -0.295
O -8.647 9.756 4.400 -0.341
S -7.347 10.416 3.669 1.023
O -7.425 10.121 2.256 -0.507
O -7.161 11.752 4.185 -0.580
O -6.217 9.443 4.330 -0.318
H -6.719 9.199 6.303 0.295
H -6.303 7.690 5.443 0.125
H -8.917 8.248 5.807 0.328
H -8.393 7.736 4.179 0.279
C 6.446 -1.734 6.252 -0.084
C 5.754 -0.993 7.393 -0.323
O 6.295 0.326 7.363 -0.326
S 6.650 0.719 5.821 0.994
O 5.552 1.495 5.289 -0.495
O 8.025 1.159 5.766 -0.553
O 6.561 -0.784 5.194 -0.234
H 7.455 -2.047 6.540 0.267
H 5.876 -2.606 5.921 0.181
H 5.933 -1.462 8.363 0.315
H 4.676 -0.919 7.218 0.283
C 0.396 -7.206 -8.127 -0.108
C -0.364 -8.486 -7.791 -0.376
O -1.349 -8.615 -8.814 -0.327
S -0.759 -7.991 -10.200 1.095
O -0.239 -9.078 -10.999 -0.554
O -1.706 -7.025 -10.706 -0.508
O 0.504 -7.189 -9.550 -0.303
H -0.168 -6.320 -7.818 0.167
H 1.388 -7.183 -7.670 0.308
H -0.834 -8.445 -6.806 0.315
H 0.294 -9.360 -7.844 0.306
C -4.963 4.056 6.084 -0.219
C -4.358 3.912 7.478 -0.312
O -4.919 4.978 8.240 -0.321
S -6.426 5.282 7.696 1.069
O -7.363 4.592 8.555 -0.552
O -6.527 6.690 7.392 -0.489
O -6.316 4.455 6.296 -0.319
H -4.460 4.844 5.515 0.223
H -4.926 3.120 5.519 0.307
H -3.267 3.978 7.467 0.290
H -4.660 2.968 7.944 0.303
C -1.524 -3.198 8.197 -0.311
C -0.022 -3.402 8.381 -0.365
O 0.532 -2.089 8.409 -0.252
S -0.553 -1.069 9.075 0.984
O -0.216 -0.902 10.472 -0.558
O -0.749 0.042 8.174 -0.474
O -1.851 -2.051 8.980 -0.311
H -1.767 -2.978 7.152 0.266
H -2.102 -4.064 8.529 0.317
H 0.420 -3.990 7.573 0.347
H 0.195 -3.881 9.341 0.289